{
  "formula": "C38H44BrN3O2P2ReSi2",
  "method": "the ωB97M-V functional and the def2-TZVPD basis",
  "multiplicity": 2,
  "de_lowest_ev": 0.000,
  "homo_ev": [-6.8, -6.6],
  "fmax_ev_per_a": 0.496,
  "homo_lumo_gap_ev": [6.90, 6.64],
  "charge": 0,
  "symbols": ["H", "H", "C", "C", "C", "C", "C", "O", "H", "Si", "C", "N", "H", "C", "H", "C", "Si", "H", "H", "N", "H", "H", "H", "H", "C", "H", "C", "C", "H", "H", "C", "H", "H", "Re", "H", "H", "H", "C", "C", "C", "C", "H", "H", "C", "P", "Br", "H", "C", "C", "H", "C", "C", "H", "H", "C", "H", "P", "H", "O", "H", "C", "H", "C", "H", "C", "C", "C", "H", "H", "C", "C", "H", "C", "C", "C", "H", "C", "H", "H", "H", "C", "C", "H", "H", "C", "H", "H", "H", "N", "C", "H", "C", "H"],
  "positions_angstrom": [[-4.637, 0.921, 1.366], [-2.127, 4.860, 2.977], [-3.428, -2.426, 2.973], [-2.436, -1.041, 1.269], [-4.084, 1.785, 1.713], [3.987, 0.897, -2.238], [3.088, -0.292, 3.470], [0.746, -2.942, -2.942], [4.864, -2.090, -2.060], [-3.198, 0.856, -2.023], [1.060, -0.701, -3.701], [0.694, 0.564, -3.394], [1.305, 2.968, -0.181], [-3.288, -3.535, 2.150], [-4.589, 4.794, 3.175], [-4.762, 2.852, 2.279], [3.703, -0.321, -0.825], [-3.625, -4.506, 2.489], [-3.899, 3.149, -1.395], [-1.891, 0.762, -0.897], [-2.582, -4.266, 0.260], [-5.840, 2.818, 2.369], [-4.561, -0.883, -0.782], [1.775, 2.475, 2.035], [2.367, 1.869, 2.711], [4.846, 1.536, -2.033], [3.919, 1.695, 4.534], [1.275, -2.925, 0.741], [-5.353, -0.323, -2.248], [4.930, -0.797, 1.302], [-2.671, 0.042, -3.633], [-5.379, 0.682, -0.810], [1.585, 1.969, -6.309], [0.244, 0.672, -1.027], [4.472, -0.297, 5.103], [-3.102, -0.323, 3.185], [6.016, -0.207, 0.051], [-4.758, 0.000, -1.391], [0.424, -4.564, 2.277], [-2.677, 3.998, 2.623], [3.934, -2.072, -1.486], [0.260, -1.471, 3.633], [-0.920, 2.953, 1.961], [1.492, 1.183, -5.575], [1.366, -0.204, 1.233], [-0.062, 3.110, -4.306], [1.617, 2.877, -1.901], [0.622, -1.756, -2.707], [-2.995, -1.183, 2.536], [1.162, -5.015, 0.310], [1.036, -1.922, 1.675], [-3.605, 2.667, -2.329], [2.497, -0.318, -6.726], [4.170, 0.393, -3.188], [0.468, -2.248, 2.905], [4.040, -2.795, -0.676], [-1.780, 0.543, 0.698], [1.953, -2.110, -4.998], [0.061, -1.252, -1.667], [3.183, 3.553, 3.748], [0.164, -3.562, 3.204], [1.672, -2.673, -0.230], [0.973, -4.245, 1.046], [-4.417, 2.797, -3.045], [0.859, 2.696, -1.139], [3.882, 0.313, 4.434], [3.158, 2.475, 3.672], [-0.282, -3.807, 4.159], [0.187, -5.592, 2.514], [-0.083, 0.664, 0.898], [2.329, 0.481, 2.603], [4.539, 2.167, 5.284], [1.703, -1.067, -4.863], [-2.284, -2.159, 0.454], [-4.059, 3.960, 2.734], [-1.872, 0.603, -4.117], [-1.999, 2.930, 2.055], [4.985, 0.925, 0.931], [3.070, -1.373, 3.392], [-3.514, -0.003, -4.323], [-2.708, -3.400, 0.897], [1.975, -0.088, -5.807], [3.137, -2.424, -2.144], [3.120, 1.546, -2.364], [-2.698, 1.819, 1.597], [-2.317, -0.977, -3.464], [-1.823, -2.058, -0.521], [-2.730, 3.193, -2.713], [2.129, -0.007, -0.177], [5.026, -0.072, 0.491], [0.011, 3.357, -1.330], [0.830, 1.446, -4.380], [-3.873, -2.527, 3.953]]
}